No. 1
C20H27NO4 | wB97M-V/def2-TZVPD

```
52
Properties=species:S:1:pos:R:3:mulliken_charge:R:1
C 5.79100 0.40734 0.45129 -1.262
C 5.05023 -0.74147 -0.23427 -0.349
C 4.30742 -1.68160 0.73954 -0.953
C 2.78437 -1.51313 0.72243 -0.364
C 2.27392 -0.33065 1.56127 -0.705
C 0.97612 0.26441 1.00230 -0.538
C 1.20078 1.29989 -0.10856 -0.529
C 0.05660 2.32590 -0.26091 -0.854
C -0.73599 2.25578 -1.58602 -0.960
C -2.23938 2.07691 -1.37394 -1.506
C -2.71495 0.88369 -0.57100 1.092
C -3.71245 1.14292 0.36748 -0.788
C -4.21766 0.11411 1.13332 -0.149
C -3.75864 -1.18014 0.98883 -0.446
C -2.78462 -1.46866 0.05554 -0.463
C -2.25914 -0.44698 -0.72416 1.406
C -1.21493 -0.84579 -1.73826 -0.985
C -1.64554 -0.63956 -3.17573 0.411
O -2.64173 -0.08018 -3.52168 -0.496
O -0.75670 -1.11241 -4.09585 -0.516
C -4.46229 -2.04891 1.96164 0.214
O -4.33870 -3.23087 2.11729 -0.547
N -5.37654 -1.21978 2.68137 -0.227
C -5.27631 0.12290 2.17666 0.214
O -5.98872 1.01847 2.52172 -0.539
H 5.13303 0.94126 1.13861 0.306
H 6.15079 1.12888 -0.28228 0.336
H 6.63228 0.02799 1.03099 0.359
H 4.34908 -0.34181 -0.97085 0.290
H 5.78225 -1.33508 -0.78589 0.350
H 4.68473 -1.51537 1.75245 0.415
H 4.54382 -2.71430 0.47758 0.359
H 2.48112 -1.34363 -0.31587 0.190
H 2.30238 -2.42741 1.07375 0.401
H 2.08735 -0.65814 2.58555 0.343
H 3.03393 0.45176 1.58967 0.142
H 0.44744 0.76533 1.81821 0.545
H 0.32537 -0.54862 0.66687 -0.082
H 1.38146 0.81285 -1.07105 0.402
H 2.12358 1.83017 0.13789 0.565
H 0.50496 3.31826 -0.19299 0.381
H -0.62698 2.24477 0.58629 0.499
H -0.61777 3.20659 -2.10986 0.485
H -0.30845 1.51588 -2.26350 0.494
H -2.76390 2.07698 -2.33101 0.452
H -2.57501 2.95802 -0.82312 0.491
H -4.09870 2.14438 0.50522 0.485
H -2.43952 -2.48818 -0.06468 0.471
H -0.26903 -0.33739 -1.55879 -0.138
H -1.01484 -1.91459 -1.61350 0.676
H -0.32645 -1.90507 -3.75475 0.361
H -5.23906 -1.26571 3.68473 0.262
```

Energy above the lowest of the compared OMol25 structures with the same formula, charge and spin (kcal per mole): 22.5
Multiplicity: 1
HOMO energy (eV): -9.83
Kohn-Sham gap (hartree): 0.348

***

No. 2
C20H27O5SbSe4Tc | wB97M-V/def2-TZVPD

```
58
Properties=species:S:1:pos:R:3:mulliken_charge:R:1
Tc 0.25194 -0.04385 -0.07745 -0.053
C 1.63544 2.33375 1.30373 -0.570
C 0.94162 1.57734 2.45540 -0.798
O 0.11876 0.52425 1.88528 0.039
C -0.21041 -0.62674 2.71715 -0.374
C -1.29740 -1.39238 2.00039 -0.735
O -0.89323 -1.67596 0.61768 -0.124
C -2.04178 -1.93963 -0.23643 -0.601
C -1.59573 -1.79508 -1.67316 -0.528
O -0.83863 -0.56325 -1.87134 0.003
C -1.55363 0.54820 -2.45338 -0.548
C -2.39629 1.17730 -1.37143 -0.679
O -1.59153 1.28293 -0.15982 -0.146
C -1.28103 2.64844 0.23300 -0.447
C 0.03275 3.04200 -0.39043 -0.685
O 1.04338 2.08393 0.00041 0.100
H 2.67360 2.02414 1.21280 0.321
H 1.61992 3.40560 1.49485 0.476
H 1.69037 1.12435 3.10759 0.438
H 0.28978 2.21758 3.04860 0.465
H -0.59213 -0.27672 3.67729 0.472
H 0.69282 -1.21880 2.86689 0.067
H -2.21784 -0.80630 1.97032 0.437
H -1.48127 -2.34018 2.50670 0.450
H -2.82656 -1.22739 0.02195 0.353
H -2.40620 -2.95072 -0.04939 0.606
H -2.46099 -1.80372 -2.33609 0.523
H -0.92607 -2.59874 -1.96166 0.176
H -2.15856 0.19865 -3.29035 0.476
H -0.78159 1.21923 -2.82759 0.249
H -3.26046 0.56182 -1.12532 0.265
H -2.75683 2.16177 -1.66470 0.594
H -1.23045 2.64751 1.31979 0.193
H -2.09493 3.30809 -0.06329 0.607
H 0.33825 4.04458 -0.09009 0.447
H -0.00639 3.00308 -1.47878 0.298
C 3.10613 0.26075 -4.95833 -0.768
C 3.05401 1.08990 -3.83210 -0.995
C 2.60944 0.61752 -2.60755 -0.523
C 2.21731 -0.71200 -2.46296 1.051
C 1.76696 -1.29513 -1.19591 1.319
C 1.46888 -2.70051 -1.15356 -0.604
C 1.54905 -3.49428 -2.26781 -1.287
C 1.94849 -2.92398 -3.47750 -0.402
C 2.27958 -1.56214 -3.60077 0.784
C 2.72231 -1.05136 -4.84328 -1.063
H 3.45919 0.64952 -5.90345 0.465
H 3.37822 2.11932 -3.91695 0.493
H 2.59151 1.28821 -1.75789 0.505
H 1.20954 -3.13859 -0.19658 0.457
H 1.33680 -4.55305 -2.20554 0.553
H 2.03036 -3.55345 -4.35780 0.526
H 2.76735 -1.71676 -5.69683 0.503
Se 4.74487 -3.53122 -0.46108 -0.182
Sb 5.48362 -2.86523 1.61389 0.805
Se 2.51917 -0.65810 0.42202 -0.007
Se 3.38277 -1.70759 2.74760 -0.207
Se 7.40025 -2.62138 2.87186 -0.190
```

Net charge: +3
Energy above the lowest of the compared OMol25 structures with the same formula, charge and spin (kcal per mole): 24.5
Multiplicity: 1
HOMO energy (eV): -16.13
Kohn-Sham gap (hartree): 0.197

***

No. 3
C20H28B2CoO22 | wB97M-V/def2-TZVPD

```
73
Properties=species:S:1:pos:R:3:mulliken_charge:R:1
Co 13.22485 10.72871 8.02127 3.073
O 11.60036 9.58458 7.26376 -0.877
C 10.37385 9.73039 7.30105 0.296
O 9.50759 9.55885 6.32847 -0.477
B 8.09617 9.86632 6.69306 1.077
O 8.27128 10.25606 8.15624 -0.677
C 9.52929 10.25095 8.50924 0.531
O 10.01131 10.48736 9.57240 -0.537
O 7.14153 8.78432 6.64226 -0.512
C 6.02198 9.25670 6.09225 0.569
O 5.03041 8.65038 5.92998 -0.536
C 6.33482 10.80490 5.70751 0.523
O 7.59053 10.99178 5.97300 -0.495
O 5.54962 11.51883 5.15838 -0.580
O 15.66009 13.91887 7.49306 -0.515
C 15.54712 14.00141 8.65460 0.212
O 16.37807 14.65785 9.45341 -0.586
B 16.05065 14.42797 10.94551 1.058
O 14.84941 13.47045 10.75624 -0.656
C 14.57348 13.23174 9.50759 0.052
O 13.74549 12.45746 9.16282 -0.306
O 15.58100 15.62264 11.67146 -0.516
C 16.17144 15.73791 12.87771 0.468
O 16.03865 16.49657 13.76412 -0.514
C 17.15565 14.53020 12.96067 0.637
O 17.06744 13.90763 11.70896 -0.447
O 17.95986 14.25815 13.82918 -0.568
C 16.50979 10.38559 7.90073 -1.135
O 15.40889 11.08219 7.34143 0.666
C 15.57023 11.45561 5.99514 -1.134
C 14.33273 12.15246 5.55854 -0.773
O 13.19709 11.37891 6.01704 -0.361
C 11.97593 11.86885 5.53288 -0.932
C 11.44423 12.96502 6.40944 -0.974
O 11.37502 12.40805 7.72356 0.303
C 11.04100 13.43924 8.72608 -1.200
H 16.15916 10.12431 8.89330 0.075
H 17.41699 11.01124 7.95632 0.298
H 16.82707 9.61761 7.23236 0.443
H 15.76895 10.56578 5.41950 0.592
H 16.38821 12.15619 5.86873 0.360
H 14.26823 12.20345 4.51030 0.502
H 14.30774 13.20341 5.87634 0.412
H 11.26474 11.06540 5.43224 0.295
H 12.12451 12.38398 4.56505 0.580
H 10.42470 13.18141 6.11406 0.523
H 12.02029 13.86982 6.40422 0.483
H 11.85769 14.19003 8.60918 0.324
H 11.13346 12.99947 9.72181 0.231
H 10.06925 13.87430 8.53329 0.357
C 16.76024 10.60700 11.92829 -0.963
O 15.48602 10.61101 11.22018 0.234
C 14.41628 10.24288 12.01011 -0.855
C 13.10721 10.51737 11.26762 -0.960
O 13.00551 9.90730 9.92724 0.194
C 12.71771 8.50656 9.93945 -0.720
C 13.85036 7.86389 9.17199 -0.654
O 13.98437 8.67828 8.01227 0.467
C 14.45718 8.00801 6.81967 -1.045
H 16.78796 11.18637 12.83930 0.332
H 17.47695 11.05115 11.20546 0.242
H 17.06053 9.51314 12.14723 0.251
H 14.38289 10.84801 12.89402 0.636
H 14.57451 9.15123 12.36861 0.277
H 13.02398 11.58847 11.19866 0.072
H 12.30501 10.25332 11.88344 0.719
H 11.82531 8.43810 9.30751 0.001
H 12.60338 8.12485 10.94163 0.604
H 13.67461 6.76401 8.94081 0.510
H 14.80204 7.77183 9.68914 0.207
H 14.03782 6.97712 6.83553 0.457
H 15.53255 7.95842 6.71268 0.191
H 14.07294 8.60913 6.00195 0.171
```

<S²>: 3.75
Multiplicity: 4
HOMO energy (spin up / spin down) (eV): -9.60 / -9.60
Kohn-Sham gap (spin up / spin down) (hartree): 0.344 / 0.329

***

No. 4
C20H28ClHoIN2O2 | wB97M-V/def2-TZVPD

```
55
Properties=species:S:1:pos:R:3:mulliken_charge:R:1
Ho -1.00930 -1.02637 -0.49439 0.047
Cl -1.61302 -3.36443 0.18185 -0.609
N 1.01623 -1.65656 -1.37774 0.143
N -1.95559 -0.06914 1.36912 0.145
C 2.22700 -1.12247 -1.44280 0.665
C -1.68350 0.97854 2.14120 0.684
C 0.77098 -2.38361 -2.66332 1.730
C 1.84705 -1.79114 -3.57048 -0.870
C -0.65483 -2.19736 -3.19090 -1.715
C 1.04816 -3.86229 -2.43478 -1.656
H -0.88009 -1.13247 -3.36894 0.330
H -1.38760 -2.64370 -2.48968 0.338
H -0.74673 -2.73857 -4.14066 0.476
H 2.10393 -3.99659 -2.15791 0.429
H 0.84099 -4.41220 -3.36204 0.446
H 0.40376 -4.23985 -1.63235 0.175
C -3.44162 -0.16270 1.23457 1.704
C -3.89141 1.22277 1.69171 -0.870
C -3.94383 -1.21292 2.21339 -1.660
C -3.89435 -0.51538 -0.18474 -1.697
H -3.54826 0.23626 -0.91450 0.326
H -4.99110 -0.54103 -0.20075 0.475
H -3.54155 -1.52844 -0.46162 0.339
H -3.70250 -0.90020 3.23949 0.435
H -3.46792 -2.17604 1.99744 0.169
H -5.03211 -1.30859 2.10697 0.452
O -2.69352 1.81227 2.31964 -0.404
H -4.67785 1.19431 2.46622 0.289
H -4.19729 1.87881 0.86656 0.377
O 2.75394 -1.07892 -2.65410 -0.399
H 1.45555 -1.06337 -4.29275 0.376
H 2.45170 -2.55645 -4.08942 0.288
C 3.02508 -0.58109 -0.30829 -1.138
C -0.38992 1.28982 2.80337 -1.046
C 0.73769 1.57187 1.84206 0.456
H -0.13437 0.39676 3.39606 0.096
H -0.55475 2.12031 3.50087 0.357
C 1.28325 0.50105 1.12055 -1.945
C 2.41569 0.65242 0.31817 0.468
H 0.89231 -0.51044 1.30489 1.193
C 3.00679 1.91488 0.21202 1.286
C 2.44454 2.99454 0.90022 -1.069
C 4.27132 2.11937 -0.56417 -2.005
C 1.33590 2.83108 1.72696 1.287
H 2.93928 3.97391 0.85261 0.114
C 0.85036 3.99642 2.53500 -2.028
H 1.48921 4.85433 2.31912 0.380
H 0.90465 3.80780 3.61577 0.361
H -0.18659 4.24867 2.28963 0.293
H 5.09891 1.50792 -0.17824 0.359
H 4.56743 3.16552 -0.47870 0.382
H 4.13322 1.86759 -1.62119 0.285
H 4.05009 -0.41301 -0.65771 0.392
H 3.05160 -1.38339 0.44787 0.110
I -1.19699 1.43152 -2.08119 -0.547
```

<S²>: 6.03
Net charge: -1
Multiplicity: 5
HOMO energy (spin up / spin down) (eV): -0.14 / -1.13
Kohn-Sham gap (spin up / spin down) (hartree): 0.102 / 0.138